1.
Molecular formula: AgF2V
Method: DFT, ωB97M-V/def2-TZVPD

Results
**LUMO (spin up / spin down)**: -5.7 / -8.9 eV
**Electronic energy**: -1290.22749 Eh
**E_HOMO (spin up / spin down)**: -11.61 / -16.61 eV
**Spin multiplicity**: 6
**Total charge**: +1
**⟨S²⟩**: 8.760

Last column: natural (NBO) charge in e.
Geometry (Å):
1 Ag -0.879 0.716 -1.404  1.11
2 V 1.974 -1.058 1.020  0.95
3 F -1.992 -0.163 0.401  -0.18
4 F 0.897 0.506 -0.018  -0.88

=====

2.
Molecular formula: AgI
Method: DFT, ωB97M-V/def2-TZVPD

Results
**LUMO (spin up / spin down)**: -11.4 / -15.9 eV
**Electronic energy**: -443.76711 Eh
**E_HOMO (spin up / spin down)**: -23.12 / -22.73 eV
**Spin multiplicity**: 3
**Total charge**: +2
**⟨S²⟩**: 2.004

Last column: natural (NBO) charge in e.
Geometry (Å):
1 Ag -0.540 1.312 0.342  0.97
2 I 0.540 -1.312 -0.342  1.03

=====

3.
Molecular formula: AlBH12O4
Method: DFT, ωB97M-V/def2-TZVPD

Results
**LUMO**: -14.6 eV
**ΔE to the lowest compared entry with this formula, charge and spin**: 7.908 eV
**Electronic energy**: -574.36671 Eh
**E_HOMO**: -15.96 eV
**Total charge**: +2

Last column: natural (NBO) charge in e.
Geometry (Å):
1 Al -30.268 1.332 -32.679  1.00
2 B -25.195 2.668 -30.415  -0.27
3 H -24.411 2.685 -31.156  0.15
4 H -24.868 3.001 -29.442  0.29
5 H -25.836 3.502 -30.657  0.30
6 H -25.744 1.748 -30.289  0.10
7 O -25.734 -0.959 -34.719  -0.85
8 H -24.903 -0.487 -34.776  0.48
9 H -25.669 -1.641 -35.388  0.49
10 O -28.415 -3.132 -30.125  -0.86
11 H -28.849 -3.567 -29.391  0.49
12 H -27.837 -3.800 -30.493  0.48
13 O -30.060 2.263 -27.360  -0.85
14 H -29.337 2.432 -26.756  0.48
15 H -30.846 2.326 -26.817  0.49
16 O -35.002 0.097 -35.160  -0.89
17 H -35.623 0.692 -35.581  0.48
18 H -35.328 -0.778 -35.372  0.48

=====

4.
Molecular formula: AlBH26O11
Method: DFT, ωB97M-V/def2-TZVPD

Results
**LUMO**: -14.5 eV
**ΔE to the lowest compared entry with this formula, charge and spin**: 3.430 eV
**Electronic energy**: -1109.47679 Eh
**E_HOMO**: -17.40 eV
**Total charge**: +2

Last column: natural (NBO) charge in e.
Geometry (Å):
1 Al 3.233 -0.095 0.714  1.25
2 B -0.055 -0.129 0.056  -0.80
3 H 0.465 0.534 0.730  0.16
4 H -0.264 -0.963 0.708  0.07
5 H -0.969 0.309 -0.313  0.03
6 H 0.597 -0.352 -0.773  0.00
7 O 2.196 -2.745 -0.154  -0.97
8 H 1.418 -3.115 0.263  0.49
9 H 2.449 -3.395 -0.809  0.50
10 O 1.908 2.782 0.359  -0.93
11 H 1.873 3.468 1.025  0.49
12 H 1.080 2.865 -0.115  0.49
13 O -1.577 2.175 1.221  -0.88
14 H -1.008 2.516 1.911  0.49
15 H -1.117 1.404 0.890  0.48
16 O -2.107 -0.178 -3.653  -0.74
17 H -2.723 0.447 -3.270  0.48
18 H -1.812 -0.708 -2.912  0.48
19 O -2.583 -1.774 0.775  -0.83
20 H -1.710 -1.531 0.466  0.48
21 H -2.467 -1.941 1.711  0.50
22 O -0.354 2.315 -1.768  -0.80
23 H -0.174 1.922 -2.622  0.49
24 H -0.330 1.579 -1.156  0.48
25 O 1.629 0.892 2.942  -0.95
26 H 1.719 0.818 3.892  0.51
27 H 0.899 1.498 2.817  0.48
28 O -0.782 -1.819 -2.031  -0.88
29 H -0.612 -2.697 -1.691  0.50
30 H -0.272 -1.239 -1.465  0.49
31 O -3.717 0.713 0.597  -0.61
32 H -3.299 -0.131 0.425  0.48
33 H -2.991 1.332 0.663  0.49
34 O 1.908 -2.217 2.702  -0.96
35 H 1.004 -2.178 3.013  0.48
36 H 2.222 -3.075 2.987  0.50
37 O 2.329 0.817 -2.401  -0.93
38 H 1.565 0.342 -2.728  0.47
39 H 2.429 1.554 -3.004  0.50

=====

5.
Molecular formula: AlBH4
Method: DFT, ωB97M-V/def2-TZVPD

Results
**LUMO**: -18.0 eV
**ΔE to the lowest compared entry with this formula, charge and spin**: 3.321 eV
**Electronic energy**: -268.50767 Eh
**E_HOMO**: -22.74 eV
**Total charge**: +2

Last column: natural (NBO) charge in e.
Geometry (Å):
1 Al -0.952 -6.053 -27.101  1.30
2 B 0.830 -3.485 -26.123  -0.29
3 H 1.220 -4.490 -26.075  0.16
4 H -0.065 -3.507 -25.520  0.27
5 H 1.476 -2.709 -25.743  0.37
6 H 0.503 -3.267 -27.127  0.18

=====

6.
Molecular formula: AlBH6O
Method: DFT, ωB97M-V/def2-TZVPD

Results
**LUMO**: -16.8 eV
**ΔE to the lowest compared entry with this formula, charge and spin**: 4.906 eV
**Electronic energy**: -344.97832 Eh
**E_HOMO**: -19.32 eV
**Total charge**: +2

Last column: natural (NBO) charge in e.
Geometry (Å):
1 Al -2.918 -1.682 1.024  1.01
2 B -0.503 2.144 0.035  -0.30
3 H -1.391 2.165 0.647  0.50
4 H 0.070 1.257 0.258  0.10
5 H -0.847 2.230 -0.984  0.02
6 H 0.024 3.036 0.336  0.34
7 O 1.505 -2.898 -0.357  -0.67
8 H 1.800 -3.274 -1.186  0.50
9 H 2.259 -2.979 0.226  0.50

=====

How do the records compare in M? In the order shown, they have 196.8; 234.8; 113.9; 240.0; 41.8; 59.8 g/mol.